[1]
Formula: C5H6O2
Source: the Open Molecules 2025 dataset
Level of theory: the ωB97M-V functional and the def2-TZVPD basis

```
! RIJCOSX wB97M-V def2-TZVPD def2/J DEFGRID3
* xyz 0 1
O 0.62980 1.96406 -0.17471
C 0.26905 0.83314 0.08667
C 1.30222 -0.30955 -0.06145
O 1.27474 -0.61807 -1.47876
C 0.16844 -0.16330 -1.98907
C -1.37188 -0.41989 1.48526
C -1.08648 0.55420 0.62535
H 1.09859 -1.23116 0.49185
H 2.30085 0.06427 0.17117
H 0.25750 -0.31822 -3.07772
H -0.63102 -1.14565 1.81378
H -2.36319 -0.51630 1.91735
H -1.83314 1.28113 0.31647
*
```

Computed properties:
* relative energy (zero: lowest compared OMol25 entry of this formula, charge and spin): 100.72 kcal per mole
* highest occupied orbital energy: -8.885 eV

Löwdin population analysis, charges in e, atoms 1 to 8: atom 1 (O): 0.0707, atom 2 (C): -0.4688, atom 3 (C): -0.0863, atom 4 (O): -0.0862, atom 5 (C): 0.1086, atom 6 (C): 0.0369, atom 7 (C): -0.1051, atom 8 (H): 0.1153

---

[2]
Formula: C3H11NOS2
Source: the Open Molecules 2025 dataset
Level of theory: the ωB97M-V functional and the def2-TZVPD basis

```
! RIJCOSX wB97M-V def2-TZVPD def2/J DEFGRID3
* xyz 0 1
C 2.25057 1.32220 0.45954
C 0.83698 1.07037 -0.06265
N -0.03544 1.24386 1.15687
C 0.65746 -0.41893 -0.53656
S -0.82807 -1.03622 -1.44202
S -2.49968 0.01576 -0.78230
H 2.50050 0.51236 1.17486
H 2.40272 2.21780 1.05095
H 2.94344 1.16215 -0.37668
H 0.50701 1.77610 -0.82071
H -0.37018 0.33387 1.44604
H -0.92250 1.65017 0.90177
H 0.84439 -0.92014 0.41643
H 1.43177 -0.66427 -1.26325
H -2.54090 0.83856 -1.82169
O 2.45752 -1.26247 2.78450
H 3.33862 -1.27234 2.40256
H 1.84832 -0.98980 2.10669
*
```

Computed properties:
* relative energy (zero: lowest compared OMol25 entry of this formula, charge and spin): 16.25 kcal per mole
* highest occupied orbital energy: -9.224 eV
* SMILES string: C[C@H](N)CSS.O

Löwdin population analysis, charges in e, atoms 1 to 8: atom 1 (C): -0.0727, atom 2 (C): -0.4575, atom 3 (N): 0.0064, atom 4 (C): -0.5186, atom 5 (S): 0.4397, atom 6 (S): 0.3241, atom 7 (H): 0.0490, atom 8 (H): 0.0819

---

[3]
Formula: C8H12AgF2N2O10
Source: the Open Molecules 2025 dataset
Level of theory: the ωB97M-V functional and the def2-TZVPD basis

```
! RIJCOSX wB97M-V def2-TZVPD def2/J DEFGRID3
* xyz -2 2
Ag 0.52090 1.16603 1.99706
F 2.70518 1.70245 1.98317
F -0.20629 2.85714 3.53858
N -0.20312 -0.47525 5.06904
O 0.07342 0.29508 5.95924
O -0.76372 -1.61855 5.20635
O 0.27277 -0.17413 4.00884
N -1.40684 3.83441 0.32150
O -2.38339 3.76494 -0.40951
O -1.28954 4.74802 1.08001
O -0.71215 2.83322 0.60256
O 1.32624 -0.56256 0.71172
C 2.04934 -0.89543 -0.24659
O 1.55913 -1.74264 -1.24803
C 2.57043 -2.22977 -2.10576
C 3.82218 -1.87702 -1.36849
C 3.48173 -0.56127 -0.60609
H 2.60336 -1.61645 -3.00624
H 2.55505 -3.24670 -2.49782
H 4.77002 -2.04406 -1.88014
H 3.90519 -2.70732 -0.66720
H 3.52376 0.24450 -1.33894
H 4.11032 -0.41110 0.27165
O -1.64427 0.05178 1.09140
C -2.16035 -0.18589 0.04709
O -3.42472 -0.71205 0.04437
C -3.85809 -0.63276 -1.32969
C -2.95223 0.24837 -2.06405
C -1.69512 0.11478 -1.33393
H -4.82423 -0.14986 -1.47632
H -3.93606 -1.63388 -1.75370
H -3.29832 1.25601 -2.29424
H -2.84313 0.00815 -3.12164
H -1.10840 1.03315 -1.35501
H -1.13914 -0.68124 -1.82925
*
```

Computed properties:
* highest occupied orbital energy (spin up / spin down): -1.757 / -1.741 eV

Löwdin population analysis, charges in e, atoms 1 to 8: atom 1 (Ag): 0.9814, atom 2 (F): -0.6822, atom 3 (F): -0.3768, atom 4 (N): -0.6612, atom 5 (O): -0.0429, atom 6 (O): -0.1250, atom 7 (O): -0.1128, atom 8 (N): -0.6699

---

[4]
Formula: C45H36F10GeN5O2Ti
Source: the Open Molecules 2025 dataset
Level of theory: the ωB97M-V functional and the def2-TZVPD basis

```
! RIJCOSX wB97M-V def2-TZVPD def2/J DEFGRID3
* xyz -1 1
Ti 0.54316 -0.26325 0.89023
O 1.74202 -0.22284 -0.43343
C 2.94639 -0.37599 -0.93467
C 3.40232 0.49741 -1.92761
C 4.66382 0.33538 -2.45077
C 5.49746 -0.70844 -2.02347
C 5.02643 -1.59875 -1.08477
C 3.75332 -1.44710 -0.52690
C 3.16736 -2.47128 0.31473
N 2.06617 -2.31759 0.92873
C 1.31050 -3.49108 1.31211
C -0.00340 -3.33950 0.53894
N -0.54294 -2.07318 1.01158
C -1.51105 -2.17152 1.83772
C -1.67550 -1.29056 2.96680
C -2.85204 -1.28155 3.72391
C -2.90753 -0.63151 4.93333
C -1.74605 -0.03327 5.43177
C -0.56946 -0.05465 4.71527
C -0.52358 -0.62270 3.43639
O 0.58655 -0.59574 2.71247
H 2.73367 1.29983 -2.23267
H 5.01537 1.02210 -3.21145
H 6.48996 -0.82315 -2.43807
H 5.63419 -2.43967 -0.76320
H 3.65208 -3.45212 0.31098
H 1.09186 -3.48282 2.38098
H 1.80380 -4.42882 1.04630
H -0.67878 -4.17047 0.74835
H 0.21332 -3.31359 -0.52841
H -2.16227 -3.04299 1.75870
H -3.72462 -1.79449 3.32918
H -3.82914 -0.60305 5.50024
H -1.76763 0.46306 6.39439
H 0.32609 0.39908 5.11798
C 3.39078 0.55174 2.25214
N 2.28333 1.37838 1.75088
C 2.88478 2.43387 0.88817
C 1.96152 3.36755 0.13112
N 1.32293 2.70235 -0.97470
C 0.33969 3.34465 -1.61014
C 0.15094 3.10495 -3.00663
F 1.03164 2.29667 -3.62866
C -0.81356 3.70007 -3.77898
F -0.88449 3.43489 -5.09717
C -1.70556 4.60083 -3.22449
F -2.65999 5.19697 -3.97973
C -1.58715 4.87305 -1.88022
F -2.45654 5.72584 -1.31228
C -0.61658 4.26780 -1.10294
F -0.64776 4.55848 0.22534
C 1.63510 1.99111 2.90928
C 0.19856 2.43563 2.70268
N -0.59459 1.60620 1.78918
C -1.92966 1.85649 1.89872
C -2.59122 2.87237 2.65156
F -1.93525 3.89012 3.24966
C -3.96588 2.94676 2.78682
F -4.49020 3.92344 3.53788
C -4.81354 2.06104 2.16867
F -6.14471 2.12656 2.33906
C -4.23818 1.10271 1.36397
F -5.01234 0.20541 0.73790
C -2.87557 1.04676 1.23013
F -2.38400 0.07780 0.45654
H 4.04675 1.14082 2.90776
H 3.98806 0.18411 1.42323
H 2.99808 -0.29565 2.81151
H 3.53949 1.95345 0.16319
H 3.51030 3.05480 1.54651
H 2.63604 4.14898 -0.27289
H 1.31161 3.88782 0.83959
H 2.21923 2.86062 3.23434
H 1.66798 1.26509 3.71484
H 0.17749 3.47353 2.38798
H -0.24608 2.41193 3.70189
Ge -0.71703 -0.86077 -1.64592
C 0.42467 -1.55300 -3.11513
C 0.16720 -1.13892 -4.42459
C 0.94513 -1.59186 -5.48381
C 2.00119 -2.46776 -5.25318
C 2.26883 -2.89402 -3.95934
C 1.48343 -2.43726 -2.90477
C -2.21724 -2.20496 -1.66242
C -3.52165 -1.76621 -1.41586
C -4.60019 -2.64512 -1.43080
C -4.39884 -3.99272 -1.70968
C -3.11536 -4.44724 -1.98171
C -2.04153 -3.56036 -1.95438
H -1.52417 0.27516 -2.32577
H -0.64426 -0.44317 -4.61205
H 0.73178 -1.25457 -6.49269
H 2.61679 -2.80868 -6.07751
H 3.09490 -3.57319 -3.77036
H 1.71290 -2.77711 -1.89946
H -3.70282 -0.71664 -1.21519
H -5.59904 -2.27292 -1.23163
H -5.23711 -4.68156 -1.72590
H -2.95103 -5.49084 -2.22894
H -1.04981 -3.93752 -2.19629
*
```

Computed properties:
* relative energy (zero: lowest compared OMol25 entry of this formula, charge and spin): 68.41 kcal per mole
* highest occupied orbital energy (spin up / spin down): -3.357 / -3.359 eV

Löwdin population analysis, charges in e, atoms 1 to 8: atom 1 (Ti): 1.0713, atom 2 (O): -0.2813, atom 3 (C): -0.3330, atom 4 (C): 0.0052, atom 5 (C): -0.0548, atom 6 (C): -0.0919, atom 7 (C): -0.0513, atom 8 (C): -0.1749

---

[5]
Formula: C19H16CrF3N6O2S4
Source: the Open Molecules 2025 dataset
Level of theory: the ωB97M-V functional and the def2-TZVPD basis

```
! RIJCOSX wB97M-V def2-TZVPD def2/J DEFGRID3
* xyz -1 5
Cr 0.44812 -0.30809 0.45970
S 0.09280 2.21284 0.46132
C -0.66889 3.20863 -0.79707
C -0.98084 4.51726 -0.43050
C -1.58239 5.40588 -1.30419
C -1.89010 4.96229 -2.58933
C -1.58893 3.66801 -2.95498
C -0.97304 2.74119 -2.09509
S -0.63238 1.12667 -2.65791
H -0.73744 4.83144 0.57702
H -1.81048 6.41530 -0.98582
H -2.35789 5.62711 -3.30643
H -1.82147 3.32153 -3.95591
N -2.49977 -1.27429 2.46754
C -1.26921 -1.60732 2.90923
N -0.16312 -1.09927 2.42977
C 0.93923 -1.48807 3.17144
C 0.67881 -2.36171 4.17387
S -1.01878 -2.68470 4.24669
C 2.19923 -0.84762 2.79426
C 3.44530 -1.00061 3.30310
S 4.53600 0.07535 2.49219
C 3.23124 0.65081 1.50278
N 2.09070 0.06514 1.77398
N 3.33871 1.63618 0.59409
H -2.57816 -0.57765 1.72445
H -3.23898 -1.95117 2.52756
H 1.36897 -2.80288 4.86755
H 3.78263 -1.66913 4.07138
H 4.18136 1.71202 0.05246
H 2.45229 1.88269 0.13887
N -2.65335 0.41564 -0.08876
C -2.33353 -0.71197 -0.82242
C -3.27069 -1.31045 -1.68218
C -2.96353 -2.50693 -2.27063
C -1.73557 -3.11953 -2.00600
C -0.87011 -2.47318 -1.15723
N -1.16106 -1.29884 -0.56918
H -3.35220 0.98172 -0.55614
H -1.82701 1.00948 0.09872
H -4.19813 -0.79320 -1.88421
H -3.67255 -2.96910 -2.94641
H -1.45207 -4.05667 -2.45822
H 0.10409 -2.87724 -0.91437
F 4.26748 -1.38603 -2.29982
C 3.68106 -2.29897 -1.51353
F 4.63395 -2.76150 -0.67807
F 3.32078 -3.33087 -2.30540
C 2.45857 -1.75682 -0.72184
O 2.00984 -2.51940 0.14458
O 2.04052 -0.62400 -1.03091
*
```

Computed properties:
* relative energy (zero: lowest compared OMol25 entry of this formula, charge and spin): 23.17 kcal per mole
* highest occupied orbital energy (spin up / spin down): -2.783 / -2.812 eV

Löwdin population analysis, charges in e, atoms 1 to 8: atom 1 (Cr): 0.5497, atom 2 (S): 0.5631, atom 3 (C): -0.6872, atom 4 (C): -0.1801, atom 5 (C): -0.1468, atom 6 (C): -0.1451, atom 7 (C): -0.1755, atom 8 (C): -0.7776

---

[6]
Formula: C4H11N2
Source: the Open Molecules 2025 dataset
Level of theory: the ωB97M-V functional and the def2-TZVPD basis

```
! RIJCOSX wB97M-V def2-TZVPD def2/J DEFGRID3
* xyz 1 1
N -2.02497 -1.42098 -1.20680
C -0.78926 -1.22471 -0.67141
C -0.51953 -0.74816 0.55047
C 0.87822 -0.38975 1.02030
C 1.48950 0.82380 0.27329
N 0.37139 1.82988 -0.03565
H -2.83310 -1.32398 -0.61439
H -2.14853 -2.03094 -1.99464
H 0.00447 -1.47149 -1.36870
H -1.28476 -0.59730 1.30120
H 1.53291 -1.24138 0.81869
H 0.93085 -0.19652 2.08628
H 1.84992 0.47511 -0.68959
H 2.15402 1.38866 0.91927
H 0.76836 2.61472 -0.53386
H -0.28723 1.36327 -0.66543
H -0.09228 2.14974 0.81095
*
```

Computed properties:
* relative energy (zero: lowest compared OMol25 entry of this formula, charge and spin): 29.32 kcal per mole
* highest occupied orbital energy: -12.052 eV
* SMILES string: N/C=C/CC[NH3+]

Löwdin population analysis, charges in e, atoms 1 to 8: atom 1 (N): 0.0755, atom 2 (C): -0.2277, atom 3 (C): -0.1478, atom 4 (C): -0.1839, atom 5 (C): -0.1095, atom 6 (N): 0.1822, atom 7 (H): 0.1037, atom 8 (H): 0.1003

---

[7]
Formula: C20H30F6IrN2O4S2
Source: the Open Molecules 2025 dataset
Level of theory: the ωB97M-V functional and the def2-TZVPD basis

```
! RIJCOSX wB97M-V def2-TZVPD def2/J DEFGRID3
* xyz 1 1
Ir -0.97404 0.40255 0.00219
C 1.07654 0.74353 -1.09277
C 0.50581 -0.45273 -1.51735
C 0.49792 -1.31963 -0.34052
C 1.19646 -0.60223 0.69548
C 1.60370 0.62579 0.23588
C 2.58702 1.58300 0.85657
C 2.46588 1.66458 2.37368
C 2.46149 2.98942 0.25808
C 3.96927 0.99124 0.49929
C -0.03087 -2.75949 -0.07671
C 0.20325 -3.12946 1.39438
C -1.54691 -2.88802 -0.31607
C 0.72939 -3.77530 -0.94457
C 0.30264 -0.72699 -3.00705
C -0.86886 -1.63655 -3.37992
C 1.62295 -1.36005 -3.49230
C 0.10978 0.59478 -3.77350
H 1.21274 1.61038 -1.72029
H 1.42324 -1.00039 1.66947
H 1.56202 2.18210 2.65927
H 3.30835 2.23534 2.76681
H 2.48206 0.68073 2.84782
H 1.45053 3.37657 0.37829
H 2.72581 3.00542 -0.80233
H 3.14402 3.66336 0.77616
H 4.10991 0.01262 0.96288
H 4.74285 1.66644 0.86797
H 4.09193 0.88457 -0.58223
H -0.33444 -2.46098 2.07320
H 1.26435 -3.12808 1.65411
H -0.16773 -4.14058 1.55866
H -2.08716 -2.07749 0.15916
H -1.90133 -3.81340 0.14239
H -1.81455 -2.90585 -1.36768
H 1.80219 -3.73372 -0.73401
H 0.58601 -3.61411 -2.00927
H 0.37920 -4.78194 -0.70939
H -0.76199 -2.64588 -2.99699
H -0.91260 -1.71175 -4.46693
H -1.81755 -1.22677 -3.03333
H 1.79392 -2.33891 -3.04846
H 2.47613 -0.72192 -3.24845
H 1.58156 -1.47549 -4.57619
H -0.68749 1.20223 -3.34227
H -0.16069 0.36911 -4.80402
H 1.02323 1.19144 -3.80807
F -1.78313 1.12509 4.39657
C -0.69144 1.38453 3.70013
F 0.26833 1.78173 4.51443
F -0.29078 0.26233 3.09464
S -1.04569 2.75892 2.45488
O -0.48970 2.33750 1.13858
O -0.44302 3.91131 3.02947
N -2.60372 2.82767 2.41619
S -3.40670 1.75347 1.61491
O -4.05626 2.25673 0.44801
O -2.64163 0.46945 1.41800
C -4.74479 1.26780 2.80979
F -5.06278 2.31171 3.54513
F -5.78578 0.87306 2.09755
F -4.32265 0.27665 3.57621
N -3.14240 1.04687 -2.01732
C -2.18649 0.72512 -1.46251
H -3.99731 1.38257 -2.41577
*
```

Computed properties:
* relative energy (zero: lowest compared OMol25 entry of this formula, charge and spin): 54.07 kcal per mole
* highest occupied orbital energy: -12.724 eV

Löwdin population analysis, charges in e, atoms 1 to 8: atom 1 (Ir): 1.3309, atom 2 (C): -0.0464, atom 3 (C): -0.2221, atom 4 (C): -0.1440, atom 5 (C): -0.0340, atom 6 (C): -0.1730, atom 7 (C): -0.5258, atom 8 (C): -0.0199

---

[8]
Formula: C33H39BBiF3N3O3
Source: the Open Molecules 2025 dataset
Level of theory: the ωB97M-V functional and the def2-TZVPD basis

```
! RIJCOSX wB97M-V def2-TZVPD def2/J DEFGRID3
* xyz 1 1
Bi -0.57361 -1.20835 0.46264
O -1.71360 2.92772 5.73933
C -0.37876 2.44848 5.65755
C -0.21265 1.71308 4.35559
C 0.62800 0.68360 4.24008
C 0.90969 0.02592 2.91966
N -0.16361 0.27663 1.95909
C -1.02505 1.34151 2.11919
C -1.03433 2.10861 3.22207
C -2.05759 1.46424 1.07224
C -3.01461 2.47455 1.04468
C -3.94358 2.52675 0.03022
C -5.01388 3.58959 -0.01488
O -5.02224 4.44495 1.10096
C -3.88555 1.55466 -0.97464
C -2.94129 0.57205 -0.89734
N -2.05320 0.50777 0.12169
H -1.84531 3.34129 6.59766
H -0.14350 1.77304 6.48277
H 0.33258 3.28043 5.69083
H 1.16125 0.30230 5.10332
H 0.98298 -1.06203 3.06616
H -1.75389 2.89850 3.36070
H -3.04081 3.21237 1.83052
H -5.97988 3.08485 -0.03953
H -4.92663 4.14595 -0.95266
H -4.38661 5.15627 0.97382
H -4.56543 1.57387 -1.81762
H -2.85431 -0.17748 -1.67188
C -0.39529 2.15509 -3.00222
C 0.58160 2.03095 -1.82662
C 1.15664 3.41893 -1.51564
C 1.65001 0.97975 -2.10804
C 2.89041 1.36931 -2.60218
C 3.85659 0.42313 -2.91175
C 3.58259 -0.92152 -2.72972
C 2.34228 -1.36627 -2.27405
C 2.13795 -2.87981 -2.20110
C 1.21925 -3.38811 -1.08294
C 1.72526 -3.50347 -3.54199
C 1.38277 -0.39858 -1.96386
N 0.05108 -0.80280 -1.60932
C -0.69715 -1.33570 -2.68594
C -0.37796 -1.02310 -4.01992
C -1.08753 -1.54037 -5.08758
C -2.16767 -2.39513 -4.89088
C -2.52601 -2.71473 -3.59455
C -1.78835 -2.18788 -2.56047
F -2.20080 -2.50601 -1.27225
H -1.09859 2.97427 -2.82807
H -0.96887 1.24068 -3.15707
H 0.15209 2.37235 -3.92314
H 0.00088 1.68869 -0.96949
H 1.40785 3.94944 -2.43745
H 2.05741 3.37430 -0.90635
H 0.41505 4.02442 -0.98982
H 3.11213 2.42143 -2.73734
H 4.82222 0.73560 -3.28929
H 4.34331 -1.65678 -2.96863
H 3.13428 -3.26861 -1.98531
H 0.16750 -3.36062 -1.39087
H 1.35621 -2.82788 -0.15645
H 1.44544 -4.43226 -0.86086
H 0.66465 -3.35360 -3.75396
H 1.91078 -4.57934 -3.51980
H 2.29809 -3.07922 -4.36877
H 0.47271 -0.37895 -4.20622
H -0.78678 -1.27371 -6.09251
H -2.72053 -2.80091 -5.72677
H -3.35374 -3.37371 -3.36450
C 2.27303 1.79513 1.74207
C 2.28576 0.40067 2.32437
C 3.38622 0.23253 3.36134
O 2.47601 -0.58827 1.26556
H 3.27303 2.09146 1.42344
H 1.92884 2.49805 2.50415
H 1.59877 1.84949 0.89068
H 3.25036 0.95104 4.16896
H 4.36124 0.42011 2.91317
H 3.38051 -0.77629 3.78405
F 4.51082 0.30375 0.46300
B 3.63753 -0.69235 0.56172
F 3.91381 -1.82947 -0.06479
*
```

Computed properties:
* relative energy (zero: lowest compared OMol25 entry of this formula, charge and spin): 0.00 kcal per mole
* highest occupied orbital energy: -10.330 eV

Löwdin population analysis, charges in e, atoms 1 to 8: atom 1 (Bi): 1.9727, atom 2 (O): -0.0541, atom 3 (C): -0.1987, atom 4 (C): -0.1834, atom 5 (C): 0.0147, atom 6 (C): -0.2955, atom 7 (N): -0.1913, atom 8 (C): -0.2631

---

E_tot (eV)
-9372.728, -28496.892, -41369.448, -165600.309, -112919.432, -7299.676, -73202.456, -60134.290